No. 1
A cluster of 2 separate species, C4H12 in total. Source: the Open Molecules 2025 dataset; level of theory: the ωB97M-V functional and the def2-TZVPD basis.

Summary:
SMILES string	CC.CC
highest occupied orbital energy	-11.454	eV
LUMO energy	1.2	eV

```
! RIJCOSX wB97M-V def2-TZVPD def2/J DEFGRID3
* xyz 0 1
C 0.75 -1.17 0.94
C -0.81 -1.50 1.10
H 0.77 -0.35 0.24
H 1.15 -0.86 1.89
H 1.12 -2.12 0.56
H -0.86 -2.58 1.24
H -1.31 -1.20 0.18
H -1.18 -0.99 1.98
C -0.04 1.72 -0.35
C 0.16 1.03 -1.72
H -0.67 1.14 0.32
H 0.85 1.92 0.26
H -0.56 2.65 -0.56
H -0.80 1.04 -2.22
H 1.08 1.31 -2.22
H 0.34 -0.05 -1.63
*
```


No. 2
A cluster of 2 separate species, C3H10OP2 in total. Source: the Open Molecules 2025 dataset; level of theory: the ωB97M-V functional and the def2-TZVPD basis.

Summary:
SMILES string	CP(O)#[PH2].C=C
highest occupied orbital energy	-8.255	eV
LUMO energy	0.9	eV

```
! RIJCOSX wB97M-V def2-TZVPD def2/J DEFGRID3
* xyz 0 1
C 2.02 -1.62 -0.39
C -1.61 2.16 -1.23
C 1.86 -2.26 0.76
O -1.41 -0.43 -0.67
P -1.26 0.87 1.91
P -0.58 0.86 -0.22
H -0.84 -1.13 -0.94
H 2.13 -2.06 -1.38
H 1.79 -0.65 -0.72
H -1.09 3.06 -1.45
H -1.95 1.52 -2.00
H -2.59 2.55 -0.81
H 2.28 -3.29 1.06
H 1.75 -1.66 1.71
H -0.48 1.98 2.42
H 0.01 0.11 1.94
*
```